# 1
DFT (wB97M-V/def2-TZVPD) results for a 4-piece molecular cluster, C31H66ClN3O overall at a distorted geometry.

XYZ file:
```
102
Properties=species:S:1:pos:R:3:forces:R:3
C 3.497 0.792 -1.432 1.82 -1.37 0.03
C 4.369 -0.235 -0.568 -0.35 0.29 -0.56
C 4.290 0.120 0.932 1.20 1.20 0.17
C 4.770 -0.947 1.901 0.55 -0.70 0.35
C 3.933 -2.205 1.670 1.14 -0.38 -0.13
C 4.038 -2.813 0.258 -0.23 0.17 -0.10
N 3.717 -1.599 -0.712 -0.08 -0.70 -2.82
O 3.028 -1.791 -1.690 1.70 0.30 2.42
C 2.915 -3.775 -0.047 0.30 -0.32 -0.32
C 5.422 -3.464 -0.077 -0.33 0.17 -0.14
C 5.897 -0.366 -1.115 -1.07 1.10 1.53
H 2.436 0.683 -1.302 -0.21 -0.08 0.66
H 3.665 0.587 -2.489 0.35 0.28 -0.05
H 3.867 1.767 -1.150 -0.01 0.35 -0.12
H 3.283 0.424 1.182 -0.41 -0.29 -0.13
H 4.884 1.049 1.048 -0.08 -0.43 -0.09
H 4.735 -0.637 2.981 -0.34 -0.06 -1.11
H 5.835 -1.225 1.764 -0.39 0.37 -0.16
H 2.906 -2.008 1.803 -1.35 0.45 0.35
H 4.206 -2.974 2.387 0.07 -0.26 -0.02
H 1.980 -3.268 -0.125 -0.70 0.56 -0.03
H 2.761 -4.543 0.699 0.54 -0.22 0.26
H 3.137 -4.213 -1.013 -0.24 -0.43 -0.06
H 5.466 -4.021 -1.057 -0.21 0.85 0.95
H 5.622 -4.189 0.724 -0.26 0.12 -0.22
H 6.206 -2.717 0.002 0.08 -0.35 -0.19
H 6.501 -1.037 -0.526 -0.14 -0.23 0.20
H 6.377 0.617 -0.915 -0.56 -0.40 -0.51
H 5.984 -0.661 -2.144 -0.28 0.08 -0.52
C 0.411 -4.023 3.135 0.65 -0.59 0.97
C -1.026 -4.077 3.465 -2.75 0.54 -2.48
C -1.825 -2.827 2.913 1.23 -0.43 0.86
C -1.675 -2.716 1.409 0.35 -1.23 0.11
N -2.605 -1.775 0.773 2.28 1.33 -1.73
C -2.449 -0.347 1.262 0.64 0.93 1.98
C -3.767 -0.053 2.026 0.07 -0.59 0.43
C -4.779 -0.953 1.328 -0.57 -1.54 -0.33
C -3.976 -2.236 0.941 -1.39 0.70 0.69
C -2.181 -1.706 -0.708 -0.20 -0.28 -0.32
C -3.064 -0.843 -1.562 0.21 0.77 -1.43
C -2.611 -1.026 -3.058 -2.32 -0.44 1.09
H 0.908 -4.829 3.692 0.21 0.27 -0.29
H 0.786 -3.067 3.487 0.41 0.16 -0.06
H 0.612 -4.141 2.091 0.21 -0.05 -0.69
H -1.210 -3.994 4.480 -0.02 -0.29 2.20
H -1.592 -4.967 3.099 0.77 0.29 0.24
H -1.361 -1.979 3.454 -0.30 0.02 -0.57
H -2.855 -2.895 3.285 0.16 -0.02 -0.32
H -1.922 -3.657 0.888 0.05 -0.08 0.55
H -0.653 -2.503 1.083 -0.16 0.46 0.29
H -2.303 0.312 0.407 -0.31 -0.25 0.13
H -1.484 -0.190 1.864 -1.48 -0.74 -0.74
H -4.061 0.992 2.031 0.12 0.16 -0.24
H -3.740 -0.350 3.100 0.39 0.11 -0.72
H -5.211 -0.583 0.401 0.18 0.61 0.01
H -5.651 -1.270 1.919 0.38 0.37 0.14
H -4.283 -2.614 -0.025 -0.32 -0.48 0.14
H -3.993 -3.003 1.740 -0.19 0.43 -0.75
H -2.177 -2.701 -1.189 -0.11 0.05 0.88
H -1.153 -1.329 -0.735 -0.13 -0.09 0.28
H -2.969 0.215 -1.363 0.19 0.29 0.35
H -4.137 -1.022 -1.438 0.17 -0.41 -0.27
H -1.673 -0.584 -3.311 0.66 0.26 0.02
H -3.418 -0.657 -3.712 0.50 0.06 0.12
H -2.606 -2.096 -3.180 0.40 -0.43 -0.64
C -5.470 2.731 -2.075 -0.62 0.20 0.21
C -4.351 2.751 -1.043 0.01 0.76 -0.65
C -3.113 3.377 -1.620 1.41 0.12 0.60
C -2.031 3.437 -0.516 -1.58 -0.26 0.77
N -0.644 3.504 -0.942 0.71 -0.59 -1.20
C -0.415 4.461 -2.069 0.08 1.33 -0.54
C 0.621 3.790 -3.003 -0.01 0.92 0.52
C 0.106 2.402 -3.044 -0.13 -1.59 0.23
C -0.258 2.178 -1.572 -0.13 -0.95 0.56
C 0.311 3.831 0.175 1.08 -0.91 0.11
C 0.421 2.853 1.414 0.39 -0.28 -1.50
C 1.889 2.832 1.961 -1.01 -0.10 -0.81
H -6.312 2.142 -1.727 -0.16 -0.06 0.10
H -5.158 2.285 -3.020 0.27 -0.08 0.05
H -5.867 3.719 -2.324 0.18 0.02 0.17
H -4.110 1.736 -0.795 0.06 -0.64 0.50
H -4.527 3.319 -0.116 -0.68 -0.37 -0.23
H -3.293 4.368 -2.006 -0.35 0.51 0.14
H -2.709 2.872 -2.472 0.01 -0.92 -0.66
H -2.121 2.549 0.157 0.10 0.70 -0.45
H -2.251 4.316 0.063 0.08 0.41 0.56
H -0.155 5.439 -1.620 -0.06 -0.44 -0.51
H -1.374 4.552 -2.618 0.78 0.11 0.30
H 1.619 3.701 -2.586 0.19 0.50 0.47
H 0.767 4.293 -3.946 -0.39 0.22 -0.33
H 0.887 1.689 -3.357 -0.38 0.15 0.12
H -0.778 2.224 -3.678 0.33 0.32 0.14
H 0.508 1.829 -0.878 0.19 -0.49 -0.83
H -1.105 1.502 -1.467 0.10 -0.07 0.07
H 0.102 4.845 0.446 -0.38 0.53 0.56
H 1.286 3.897 -0.344 -0.30 -0.27 0.33
H 0.234 1.770 1.166 -0.13 1.10 -0.22
H -0.331 3.151 2.142 0.25 0.05 0.29
H 2.601 2.427 1.204 -0.60 0.69 0.22
H 1.848 2.042 2.697 0.39 0.25 0.79
H 2.193 3.822 2.327 0.14 -0.55 0.12
Cl 0.952 -0.490 0.106 -0.35 -0.27 0.43
```
Positions in Å, forces in eV/Å.

Properties
Net charge: +2
Frontier orbital gap, eV: 7.2
F_max, Eh/bohr: 0.0727
HOMO level, eV: -13.830

Here are the Löwdin charges for atoms 1 to 99, given in e: -0.04 -0.36 -0.17 -0.15 -0.13 -0.39 0.00 0.14 -0.03 0.02 0.04 -0.03 0.08 0.09 0.05 0.14 0.14 0.12 0.07 0.14 0.05 0.10 0.09 0.12 0.11 0.05 0.05 0.11 0.09 -0.11 -0.24 -0.16 -0.17 -0.23 -0.10 -0.12 -0.12 -0.09 -0.15 -0.23 -0.04 0.10 0.09 0.05 0.09 0.13 0.12 0.11 0.15 0.08 0.08 0.14 0.11 0.13 0.10 0.13 0.13 0.14 0.15 0.03 0.06 0.11 0.06 0.09 0.07 -0.08 -0.25 -0.19 -0.13 -0.24 -0.07 -0.13 -0.15 -0.12 -0.10 -0.20 -0.08 0.07 0.08 0.09 0.07 0.13 0.12 0.10 0.13 0.14 0.15 0.13 0.12 0.13 0.13 0.13 0.04 0.10 0.13 0.13 0.03 0.11 0.06



# 2
DFT (wB97M-V/def2-TZVPD) results for C31H66HgNO13S6 as an isolated structure at a distorted geometry.

XYZ file:
```
118
Properties=species:S:1:pos:R:3:forces:R:3
Hg 2.871 3.158 0.939 -1.08 -2.69 -1.48
C 0.646 0.396 -0.167 0.31 1.31 -0.55
O 1.457 1.300 0.538 0.72 -0.15 1.55
H -0.415 0.634 -0.088 -0.31 0.21 -0.22
H 0.928 0.329 -1.218 -0.12 0.14 -0.45
H 0.718 -0.639 0.168 0.46 -0.20 0.68
C -1.840 -5.066 3.220 0.09 -0.42 0.81
C -0.959 -4.820 2.042 0.34 -1.08 -0.94
N -1.594 -5.298 0.782 0.84 1.55 -1.16
C -2.087 -6.686 0.690 0.84 -0.15 0.17
C -2.660 -7.070 -0.686 0.22 0.18 0.57
C -0.675 -4.912 -0.337 -1.28 0.27 -0.50
C -0.803 -3.405 -0.723 0.07 -0.44 0.53
H -1.419 -4.817 4.194 0.26 0.76 -0.15
H -1.985 -6.131 3.397 -0.59 -0.06 -0.50
H -2.760 -4.508 3.044 -0.26 -0.36 0.32
H -0.656 -3.774 1.992 -0.67 0.35 -0.45
H 0.032 -5.272 2.087 0.27 -0.70 0.57
H -1.286 -7.402 0.875 0.43 -0.21 0.37
H -2.815 -6.844 1.485 -0.15 0.12 -0.20
H -3.211 -6.196 -1.031 -0.35 -0.43 -0.44
H -1.912 -7.397 -1.409 0.33 0.64 0.00
H -3.231 -7.995 -0.608 -0.63 0.38 0.29
H -0.959 -5.451 -1.241 -0.28 -0.03 0.12
H 0.352 -5.253 -0.209 0.41 0.25 0.63
H -0.813 -2.740 0.141 0.02 -0.09 0.28
H -1.742 -3.233 -1.249 0.02 -0.10 -0.11
H 0.022 -3.046 -1.339 0.06 -0.26 -0.22
C -2.116 4.009 2.351 1.29 -0.99 0.07
C -1.603 5.413 2.241 -0.74 1.21 0.42
C -1.773 5.834 0.820 -0.32 0.67 -0.78
S -1.020 4.475 -0.111 -1.54 -0.46 0.49
O 0.425 4.648 -0.214 0.09 -0.05 0.08
O -1.809 4.189 -1.301 1.02 0.22 0.60
C -1.400 3.198 1.229 -0.09 1.06 -0.95
H -3.203 3.965 2.285 0.08 0.00 -0.33
H -1.843 3.752 3.375 -0.03 -0.92 -0.09
H -0.569 5.569 2.551 0.08 -0.36 0.13
H -2.235 6.000 2.908 0.20 0.45 -0.08
H -1.441 6.847 0.594 0.65 -0.30 -0.25
H -2.824 5.845 0.531 -0.11 -0.37 -0.04
H -0.396 2.812 1.405 -0.12 -0.25 0.50
H -2.016 2.479 0.690 -0.07 -0.09 0.28
C 7.022 -0.702 -1.656 -0.83 0.80 0.42
C 5.537 -0.863 -2.208 1.73 0.08 0.73
C 4.656 -0.699 -0.972 -0.38 0.10 0.41
S 5.435 0.507 0.186 2.10 -1.57 -0.40
O 5.790 -0.186 1.454 -1.17 1.45 -1.88
O 4.741 1.805 0.125 0.55 -0.45 0.37
C 6.996 0.583 -0.853 -1.23 1.40 0.42
H 7.768 -0.607 -2.445 -0.08 -0.27 0.05
H 7.313 -1.430 -0.899 -0.13 -0.78 -0.60
H 5.472 -1.825 -2.715 -0.42 -0.10 0.37
H 5.310 -0.110 -2.962 0.14 0.20 0.14
H 4.664 -1.598 -0.355 -0.35 -0.11 -0.15
H 3.656 -0.326 -1.195 -0.06 -0.19 0.17
H 7.814 0.835 -0.178 0.02 -0.33 -0.09
H 6.787 1.430 -1.507 0.15 0.18 -0.02
C 1.300 5.045 -3.792 0.88 0.88 0.97
C 0.619 3.767 -4.200 -1.57 -0.88 -1.23
C 1.034 2.589 -3.300 0.23 0.85 1.49
S 2.801 2.909 -2.958 -0.44 0.61 -3.71
O 3.620 2.027 -3.800 -0.63 0.84 1.53
O 3.049 3.036 -1.550 0.35 0.05 1.19
C 2.753 4.628 -3.667 1.17 -0.17 -0.73
H 0.942 5.556 -2.898 -0.37 -0.72 0.38
H 1.255 5.858 -4.516 -0.18 -0.38 -0.46
H 0.777 3.517 -5.249 0.93 0.06 -0.11
H -0.458 3.912 -4.294 -0.26 -0.19 0.92
H 0.878 1.530 -3.510 0.14 0.28 -0.90
H 0.568 2.715 -2.322 -0.06 0.21 0.20
H 3.085 4.687 -4.704 0.27 -1.23 -0.19
H 3.549 5.235 -3.236 -0.57 0.14 0.96
C 1.143 -0.570 4.580 0.57 0.82 -0.30
C 1.513 -1.448 3.373 1.20 0.40 0.05
C 2.994 -1.061 2.928 -0.96 1.33 -1.02
S 3.419 0.634 3.627 -3.38 -3.20 1.36
O 3.711 1.547 2.538 0.33 1.25 0.08
O 4.267 0.397 4.761 0.45 0.92 -0.39
C 1.642 0.887 4.253 0.70 -0.39 -0.56
H 1.649 -0.965 5.462 0.04 0.25 0.12
H 0.072 -0.586 4.779 0.05 0.10 -0.05
H 0.841 -1.247 2.539 0.25 0.33 -0.04
H 1.384 -2.516 3.549 0.33 0.03 0.37
H 2.885 -0.823 1.869 0.35 -0.08 -0.17
H 3.876 -1.692 3.036 -0.39 -0.16 0.53
H 1.123 1.340 3.408 -0.14 -0.43 -0.42
H 1.589 1.667 5.012 0.40 -0.48 0.49
C -4.415 0.157 -2.870 0.50 -1.24 -0.21
C -2.988 0.661 -2.699 1.38 -0.18 -0.95
C -1.985 -0.261 -3.440 0.13 0.09 -1.18
S -2.958 -1.382 -4.571 0.52 0.51 1.75
O -3.185 -2.573 -3.740 0.27 0.53 -1.48
O -2.396 -1.408 -5.932 -1.14 -0.12 2.06
C -4.504 -0.396 -4.341 0.92 0.58 0.24
H -5.115 0.949 -2.605 -0.18 -0.23 -0.37
H -4.507 -0.660 -2.154 -0.52 -0.13 -0.08
H -2.627 0.734 -1.673 -0.54 0.30 0.07
H -2.834 1.614 -3.205 -0.39 0.34 0.41
H -1.275 -0.796 -2.809 -0.47 -0.54 0.02
H -1.358 0.323 -4.113 -0.04 0.09 -0.11
H -5.299 -1.069 -4.663 -0.18 0.28 0.38
H -4.415 0.484 -4.978 -0.18 -0.20 -0.45
C -1.843 -0.569 2.117 -0.80 0.18 0.56
C -2.623 -0.406 3.479 0.03 0.56 -1.09
C -3.691 0.644 3.206 -0.62 0.40 -1.16
S -4.313 0.255 1.383 -0.76 -0.29 0.27
O -4.165 1.421 0.430 -0.49 -2.41 2.39
O -5.571 -0.555 1.483 2.62 2.17 -0.43
C -2.892 -0.879 1.061 -0.74 0.17 0.13
H -1.101 -1.368 2.133 -0.06 0.12 0.10
H -1.368 0.389 1.905 0.29 -0.04 0.02
H -1.959 0.014 4.235 -0.01 -0.36 0.16
H -3.124 -1.309 3.827 0.41 -0.20 -0.05
H -3.290 1.657 3.226 0.14 -0.02 -0.42
H -4.527 0.661 3.905 -0.20 -0.39 -0.36
H -2.673 -0.710 0.007 0.39 -0.06 0.14
H -3.218 -1.908 1.216 -0.36 0.05 -0.22
```
Positions in Å, forces in eV/Å.

Properties
Net charge: +1
ΔE to the lowest compared entry with this formula, charge and spin, kcal/mol: 39.03
Frontier orbital gap, eV: 3.9
F_max, Eh/bohr: 0.0943
HOMO level, eV: -10.026

Here are the Löwdin charges for atoms 1 to 99, given in e: 1.33 -0.25 -0.41 0.05 0.06 0.06 -0.09 -0.27 -0.17 -0.25 -0.09 -0.23 -0.07 0.07 0.07 0.08 0.08 0.11 0.11 0.10 0.08 0.07 0.07 0.09 0.11 0.02 0.07 0.07 -0.21 -0.26 -0.23 0.71 -0.39 -0.33 -0.17 0.12 0.11 0.12 0.13 0.12 0.12 0.06 0.06 -0.19 -0.17 -0.20 0.78 -0.34 -0.45 -0.21 0.12 0.12 0.12 0.10 0.10 0.09 0.11 0.10 -0.22 -0.21 -0.19 0.73 -0.32 -0.42 -0.20 0.11 0.13 0.12 0.12 0.10 0.07 0.11 0.11 -0.19 -0.18 -0.15 0.73 -0.45 -0.29 -0.17 0.12 0.09 0.07 0.11 0.06 0.10 0.07 0.10 -0.19 -0.23 -0.21 0.73 -0.36 -0.34 -0.18 0.12 0.11 0.07 0.11



Values of energy, in order: -1919.8560; -4795.6634, all in Ha.